44
Properties=species:S:1:pos:R:3 method="wB97M-V/def2-TZVPD" lumo_ev=-8.715 e_homo_ev=-15.061 e_above_lowest_ev=0.442 homo_lumo_gap_ev=6.345 charge=+2
V 0.1289 -0.2007 0.6313
C -2.6475 -0.1937 -1.7885
C -1.2949 -0.7700 -2.0189
N -0.2491 -0.8876 -1.1540
C 0.7779 -1.5729 -1.8441
C 0.3623 -1.8299 -3.0868
N -0.9296 -1.3197 -3.1648
H -2.5944 0.8432 -1.4645
H -3.1807 -0.7683 -1.0326
H -3.2282 -0.2310 -2.7081
H 1.7125 -1.8292 -1.3792
H 0.8557 -2.3141 -3.9140
H -1.5189 -1.3581 -3.9844
F 2.4146 -2.7721 1.9489
B 1.1271 -2.9603 2.1170
F 0.7344 -0.3289 2.1933
F 0.5677 -3.2376 3.2627
F 0.3185 -2.7260 1.0311
O -1.6201 2.2933 1.8393
B -1.0579 1.3238 1.1189
O -1.8059 0.1278 1.1195
C -2.9080 0.3943 1.9902
C -3.9258 -0.4339 2.3814
C -4.8499 0.1418 3.2465
C -4.7227 1.4637 3.6765
C -3.6778 2.2825 3.2601
C -2.7832 1.7099 2.3950
H -3.9936 -1.4664 2.0623
H -5.6819 -0.4539 3.6000
H -5.4531 1.8639 4.3680
H -3.5738 3.3044 3.6008
O 1.8328 1.9570 -1.0901
B 1.4326 1.1137 -0.1279
O 2.3581 0.1386 0.2183
C 3.4535 0.4098 -0.6468
C 4.6559 -0.2424 -0.7333
C 5.5444 0.2755 -1.6696
C 5.2143 1.3732 -2.4645
C 3.9898 2.0220 -2.3530
C 3.1295 1.5095 -1.4144
H 4.8994 -1.0890 -0.1030
H 6.5193 -0.1824 -1.7796
H 5.9352 1.7332 -3.1877
H 3.7325 2.8872 -2.9515